(1)
ORCA calculation (the ωB97M-V functional and the def2-TZVPD basis) on C32H45Cl2N2OP3PbS as an isolated structure.

Results
LUMO energy ... -4.68 eV
Max |F| ... 2.36 eV/A
Charge ... +2
Orbital gap ... 8.1 eV

Element x y z (Å)
P: 0.977 1.446 -4.452
C: 2.698 1.727 -4.827
C: 3.262 1.181 -5.988
H: 2.676 0.520 -6.623
C: 4.578 1.478 -6.331
H: 5.005 1.046 -7.233
C: 5.341 2.319 -5.524
H: 6.368 2.546 -5.793
C: 4.782 2.870 -4.373
H: 5.371 3.529 -3.739
C: 3.464 2.581 -4.022
H: 3.044 3.028 -3.123
C: 0.428 0.062 -5.466
C: 0.972 -1.208 -5.215
H: 1.735 -1.322 -4.446
C: 0.544 -2.311 -5.948
H: 0.979 -3.287 -5.744
C: -0.418 -2.158 -6.943
H: -0.741 -3.020 -7.521
C: -0.956 -0.902 -7.206
H: -1.699 -0.776 -7.989
C: -0.545 0.206 -6.472
H: -0.982 1.187 -6.665
C: 0.123 2.937 -4.968
C: 0.544 3.629 -6.118
H: 1.357 3.231 -6.722
C: -0.067 4.826 -6.474
H: 0.265 5.352 -7.365
C: -1.091 5.353 -5.689
H: -1.561 6.292 -5.969
C: -1.504 4.686 -4.538
H: -2.288 5.100 -3.911
C: -0.898 3.486 -4.174
H: -1.199 2.966 -3.268
Pb: 0.052 0.064 0.097
C: -1.830 -0.883 -0.518
C: -2.172 -0.828 -1.781
H: -2.361 -1.325 0.304
C: -1.206 -0.190 -2.786
O: -1.895 0.709 -3.638
H: -1.174 1.098 -4.220
C: -0.045 0.420 -2.127
H: -0.804 -0.993 -3.443
C: 0.890 1.119 -2.710
Cl: -0.379 -0.795 2.360
Cl: 2.227 1.167 0.244
P: 1.288 -2.093 -0.311
C: 2.099 -2.556 1.213
H: 1.360 -2.962 1.915
H: 2.575 -1.684 1.680
H: 2.854 -3.314 0.973
C: 0.223 -3.449 -0.766
H: -0.254 -3.263 -1.740
H: -0.567 -3.581 -0.012
H: 0.824 -4.369 -0.828
C: 2.550 -1.964 -1.556
H: 3.048 -0.985 -1.512
H: 2.110 -2.087 -2.553
H: 3.292 -2.758 -1.385
P: -3.678 -1.596 -2.385
C: -4.336 -2.654 -1.111
C: -3.307 -2.559 -3.844
H: -4.609 -2.078 -0.214
H: -3.615 -3.434 -0.820
H: -5.245 -3.141 -1.500
H: -2.970 -1.904 -4.661
H: -4.218 -3.090 -4.170
H: -2.520 -3.301 -3.640
C: -4.924 -0.403 -2.831
H: -5.109 0.292 -2.001
H: -5.864 -0.925 -3.074
H: -4.591 0.170 -3.707
H: 1.755 1.457 -2.165
C: 0.609 2.836 3.837
N: 0.126 2.725 2.450
C: -1.049 2.236 2.030
S: -1.264 2.217 0.280
N: -2.123 1.812 2.722
C: -2.338 1.675 4.175
H: -0.040 3.527 4.385
H: 1.627 3.252 3.865
H: 0.649 1.839 4.288
H: 0.842 3.049 1.762
H: -2.964 1.479 2.198
H: -3.186 2.303 4.479
H: -2.561 0.633 4.431
H: -1.465 1.983 4.752

(2)
ORCA calculation (the ωB97M-V functional and the def2-TZVPD basis) on C32H46AlBr5F9N4O9 as an isolated structure.

Results
LUMO energy ... -7.79 eV
Max |F| ... 8.43 eV/A
Charge ... +1
Orbital gap ... 1.4 eV

Element x y z (Å)
C: -1.223 1.952 -3.418
C: -0.744 0.906 -4.366
C: 0.901 0.721 -4.557
O: 1.327 0.247 -5.730
O: 1.728 1.054 -3.388
C: 3.125 1.339 -3.746
C: 4.132 0.075 -3.368
C: 4.848 0.208 -1.899
C: 3.815 0.531 -0.657
C: 3.264 -0.795 0.134
C: 2.275 -1.768 -0.741
N: 0.844 -1.263 -0.796
H: -0.405 2.503 -2.753
H: -2.362 2.243 -3.325
H: -1.507 0.195 -4.931
H: 3.473 2.231 -3.035
H: 3.293 1.715 -4.842
H: 4.997 0.087 -4.180
H: 3.514 -0.909 -3.507
H: 5.493 -0.766 -1.656
H: 5.639 1.100 -1.946
H: 4.436 1.168 0.138
H: 2.903 1.231 -0.968
H: 4.120 -1.474 0.584
H: 2.617 -0.409 1.059
H: 2.645 -2.007 -1.827
H: 2.245 -2.812 -0.166
H: 0.517 -1.207 -1.800
H: 0.702 -0.325 -0.327
H: 0.230 -1.993 -0.326
Br: -1.414 1.363 0.392
C: -1.693 0.924 2.272
C: -0.838 -0.248 2.693
Br: -1.582 -1.933 2.050
H: -2.765 0.748 2.403
H: -1.408 1.826 2.820
H: -0.821 -0.343 3.782
H: 0.189 -0.191 2.321
C: -1.148 -3.946 5.070
C: -0.158 -4.608 4.174
O: 0.442 -5.575 5.004
C: -0.518 -5.909 5.912
O: -0.475 -6.902 6.619
O: -1.540 -5.000 5.926
F: 0.795 -3.734 3.779
H: -0.708 -3.139 5.665
H: -2.006 -3.548 4.520
H: -0.601 -5.097 3.299
C: 2.571 -3.024 -5.847
O: 3.176 -2.696 -6.856
O: 3.045 -3.041 -4.706
O: 1.390 -3.388 -5.812
Br: -0.251 2.207 4.906
C: -0.530 1.768 6.786
C: 0.326 0.596 7.207
Br: -0.419 -1.089 6.564
H: -1.601 1.592 6.917
H: -0.244 2.670 7.334
H: 0.343 0.501 8.296
H: 1.353 0.653 6.835
C: -4.690 -0.507 -4.750
C: -4.748 -0.795 -3.242
C: -5.875 -1.725 -2.804
F: -7.098 -1.245 -3.114
F: -5.862 -1.888 -1.453
F: -4.784 0.384 -2.566
F: -3.558 -1.381 -2.897
O: -5.318 0.702 -5.192
C: -6.729 0.621 -5.385
C: -7.522 1.477 -4.389
F: -7.231 1.156 -3.103
F: -8.861 1.291 -4.541
F: -7.100 -0.681 -5.381
F: -6.955 1.066 -6.652
H: -3.630 -0.364 -4.996
H: -4.995 -1.370 -5.354
H: -5.765 -2.717 -3.256
H: -7.305 2.541 -4.526
N: 8.407 1.074 -3.665
C: 9.629 1.546 -3.262
C: 9.898 2.694 -3.974
C: 8.796 2.925 -4.832
C: 7.889 1.912 -4.618
H: 7.957 0.239 -3.312
H: 10.202 1.026 -2.507
H: 10.790 3.300 -3.885
H: 8.677 3.743 -5.531
H: 6.922 1.714 -5.062
N: -3.207 4.639 2.274
C: -4.245 5.021 3.083
C: -5.421 4.803 2.399
C: -5.079 4.265 1.135
C: -3.706 4.172 1.086
H: -2.226 4.693 2.515
H: -4.060 5.416 4.073
H: -6.416 5.008 2.771
H: -5.762 3.977 0.346
H: -3.044 3.816 0.308
Al: 5.618 -1.052 -5.495
Br: -3.362 -4.244 3.221
C: 0.007 -2.486 10.166
C: -0.006 -1.243 10.955
N: -0.016 -0.261 11.579
H: -0.999 -2.767 9.837
H: 0.626 -2.388 9.268
H: 0.405 -3.327 10.744

(3)
ORCA calculation (the ωB97M-V functional and the def2-TZVPD basis) on C32H46FGeInN5OSSi3 as an isolated structure.

Results
Expectation value of S² ... 0.786
LUMO energy (alpha / beta) ... -5.64 / -6.33 eV
Max |F| ... 0.16 eV/A
Charge ... +2
Multiplicity ... 2
Energy above the lowest of the compared OMol25 structures with the same formula, charge and spin ... 0.00 kJ/mol
Orbital gap (alpha / beta) ... 6.8 / 7.3 eV

Element x y z (Å)
In: -0.528 -0.151 0.592
N: -1.965 -1.464 -3.223
C: -0.704 -1.231 -3.758
C: -0.190 -1.396 -5.040
C: 1.128 -1.032 -5.221
C: 1.908 -0.522 -4.168
C: 1.393 -0.365 -2.898
C: 0.063 -0.734 -2.703
N: -0.734 -0.686 -1.566
C: -1.931 -1.106 -1.928
C: -3.043 -1.094 -0.986
C: -4.360 -1.365 -1.180
S: -5.226 -1.124 0.270
C: -3.798 -0.673 1.058
N: -2.733 -0.697 0.298
H: -2.771 -1.798 -3.726
H: -0.786 -1.783 -5.854
H: 1.574 -1.136 -6.200
H: 2.933 -0.241 -4.365
H: 1.992 0.042 -2.093
H: -4.862 -1.675 -2.082
H: -3.777 -0.382 2.098
C: 1.932 -2.123 3.641
Si: 0.846 -0.725 4.256
C: 1.642 -0.004 5.784
C: -0.888 -1.316 4.669
Ge: 0.668 1.026 2.601
Si: 2.796 1.657 1.691
C: 3.504 0.140 0.841
C: 2.609 3.041 0.449
C: 3.868 2.175 3.128
Si: -0.859 2.714 3.395
C: -0.708 4.360 2.520
C: -2.602 2.035 3.203
C: -0.468 2.966 5.203
H: 1.860 -2.970 4.328
H: 2.976 -1.802 3.633
H: 1.687 -2.480 2.641
H: 1.845 -0.821 6.481
H: 1.010 0.718 6.296
H: 2.595 0.479 5.563
H: -0.848 -2.173 5.345
H: -1.458 -1.616 3.786
H: -1.448 -0.527 5.175
H: 2.902 -0.136 -0.030
H: 3.544 -0.723 1.509
H: 4.519 0.336 0.487
H: 2.038 2.725 -0.425
H: 3.595 3.358 0.101
H: 2.115 3.916 0.875
H: 4.046 1.352 3.822
H: 3.433 3.004 3.687
H: 4.840 2.505 2.752
H: -1.064 4.373 1.490
H: 0.318 4.732 2.528
H: -1.313 5.080 3.078
H: -2.834 1.836 2.154
H: -3.338 2.751 3.575
H: -2.729 1.107 3.767
H: 0.585 3.204 5.364
H: -0.715 2.095 5.810
H: -1.057 3.807 5.575
N: 1.963 -7.120 0.671
C: 1.145 -6.482 1.536
O: 0.761 -6.945 2.585
C: 0.716 -5.077 1.161
C: -0.444 -4.596 1.754
C: -0.833 -3.298 1.504
N: -0.130 -2.470 0.721
C: 0.984 -2.936 0.144
C: 1.438 -4.228 0.332
H: 2.222 -8.068 0.894
H: 2.110 -6.801 -0.269
H: -1.008 -5.236 2.418
H: -1.733 -2.894 1.952
H: 1.539 -2.242 -0.477
H: 2.364 -4.536 -0.135
F: -5.887 1.682 -2.964
C: -4.660 1.915 -2.488
C: -3.567 1.679 -3.311
C: -2.302 1.874 -2.802
C: -2.105 2.314 -1.469
C: -0.811 2.464 -0.940
C: -3.258 2.597 -0.693
C: -4.526 2.390 -1.189
H: -3.730 1.370 -4.335
H: -1.436 1.707 -3.432
H: -0.648 2.939 0.017
H: 0.052 2.307 -1.576
H: -3.133 3.002 0.303
H: -5.412 2.614 -0.610

(4)
ORCA calculation (the ωB97M-V functional and the def2-TZVPD basis) on one molecule with the formula C32H46N4O4.

Results
LUMO energy ... 0.51 eV
Max |F| ... 0.70 eV/A
Structure (SMILES) ... CCN(CC)CCCN1C(=O)[C@H]2[C@H](C(=O)Nc3ccc(C(C)C)cc3)[C@@H]3C=C[C@]2(O3)[C@@H]1C(=O)NC1CCCCC1
Energy above the lowest of the compared OMol25 structures with the same formula, charge and spin ... 6.22 kJ/mol
Orbital gap ... 8.6 eV

Element x y z (Å)
C: 6.024 3.840 -1.542
C: 5.660 2.667 -0.622
N: 4.258 2.440 -0.344
C: 3.609 3.395 0.537
C: 2.975 4.635 -0.104
C: 3.477 2.014 -1.489
C: 2.221 1.263 -1.040
C: 1.658 0.365 -2.145
N: 0.696 -0.582 -1.638
C: -0.636 -0.362 -1.642
O: -1.201 0.603 -2.113
C: -1.303 -1.543 -0.968
C: -2.408 -2.262 -1.752
C: -3.765 -2.202 -1.071
O: -4.369 -3.183 -0.695
N: -4.179 -0.915 -0.958
C: -5.353 -0.410 -0.385
C: -5.521 0.973 -0.365
C: -6.657 1.530 0.185
C: -7.656 0.730 0.729
C: -8.900 1.332 1.334
C: -8.548 2.216 2.533
C: -9.687 2.125 0.288
C: -7.476 -0.647 0.702
C: -6.344 -1.221 0.155
C: -1.757 -3.675 -1.887
C: -1.624 -4.268 -0.500
C: -0.605 -3.635 0.069
C: -0.179 -2.619 -0.964
O: -0.417 -3.312 -2.185
C: 1.114 -1.822 -1.000
C: 1.636 -1.546 0.421
O: 0.904 -1.139 1.298
N: 2.952 -1.767 0.579
C: 3.659 -1.501 1.818
C: 4.178 -2.803 2.438
C: 5.312 -3.412 1.617
C: 6.448 -2.408 1.445
C: 5.941 -1.133 0.778
C: 4.807 -0.512 1.590
H: 5.812 4.792 -1.064
H: 7.086 3.804 -1.769
H: 5.471 3.782 -2.476
H: 6.046 1.744 -1.069
H: 6.164 2.801 0.340
H: 2.826 2.856 1.083
H: 4.356 3.712 1.268
H: 2.139 4.361 -0.742
H: 3.694 5.193 -0.696
H: 2.600 5.285 0.683
H: 3.196 2.841 -2.159
H: 4.108 1.328 -2.063
H: 1.444 1.959 -0.724
H: 2.486 0.651 -0.179
H: 1.144 0.970 -2.896
H: 2.464 -0.193 -2.632
H: -1.603 -1.261 0.044
H: -2.495 -1.832 -2.756
H: -3.550 -0.206 -1.319
H: -4.752 1.608 -0.783
H: -6.762 2.605 0.189
H: -9.535 0.513 1.690
H: -9.454 2.593 3.002
H: -7.943 3.064 2.223
H: -7.987 1.646 3.271
H: -10.613 2.501 0.719
H: -9.932 1.490 -0.561
H: -9.108 2.971 -0.072
H: -8.238 -1.290 1.118
H: -6.223 -2.291 0.144
H: -2.185 -4.307 -2.659
H: -2.281 -5.014 -0.103
H: -0.209 -3.700 1.061
H: 1.863 -2.325 -1.623
H: 3.502 -2.112 -0.191
H: 2.914 -1.054 2.485
H: 4.541 -2.582 3.444
H: 3.354 -3.513 2.527
H: 5.682 -4.308 2.120
H: 4.941 -3.720 0.637
H: 7.248 -2.850 0.848
H: 6.861 -2.161 2.425
H: 6.754 -0.411 0.689
H: 5.599 -1.360 -0.235
H: 5.192 -0.212 2.566
H: 4.438 0.383 1.086

(5)
ORCA calculation (the ωB97M-V functional and the def2-TZVPD basis) on a 9-piece molecular cluster, C32H47BFO30P overall.

Results
LUMO energy ... 0.00 eV
Max |F| ... 5.19 eV/A
Structure (SMILES) ... CCB(O)[PH](CC(=O)O)(CC(=O)O)CC(=O)F.O=C1OCCO1.O=C1OCCO1.O=C1OCCO1.O=C1OCCO1.O=C1OCCO1.O=C1OCCO1.O=C1OCCO1.O=C1OCCO1
Orbital gap ... 8.1 eV

Element x y z (Å)
C: 7.726 2.601 -3.260
C: 6.183 2.199 -3.038
B: 5.155 3.057 -3.999
O: 5.641 3.359 -5.327
P: 3.429 3.512 -3.269
C: 2.547 2.918 -4.847
C: 2.450 1.301 -4.810
O: 2.819 0.609 -3.825
O: 1.916 0.547 -5.924
C: 3.927 5.294 -2.838
C: 4.672 6.082 -4.004
O: 4.064 6.440 -5.051
O: 6.077 6.341 -3.819
C: 1.724 3.818 -2.419
C: 0.991 2.446 -1.967
O: -0.182 2.184 -2.318
F: 1.666 1.486 -1.133
H: 8.136 2.072 -4.201
H: 7.799 3.728 -3.418
H: 8.320 2.235 -2.351
H: 5.862 2.216 -1.938
H: 6.075 1.104 -3.412
H: 5.756 2.556 -5.880
H: 3.672 2.507 -2.241
H: 3.072 3.170 -5.828
H: 1.457 3.278 -4.954
H: 2.606 -0.057 -6.275
H: 4.518 5.357 -1.846
H: 2.953 5.884 -2.625
H: 6.510 6.150 -4.690
H: 0.991 4.366 -3.113
H: 1.839 4.415 -1.433
O: -0.499 6.294 1.633
C: -0.896 5.167 1.519
O: -1.652 4.521 2.446
C: -2.101 3.308 1.848
C: -1.081 3.058 0.783
O: -0.644 4.370 0.444
H: -2.141 2.509 2.580
H: -3.104 3.467 1.440
H: -0.224 2.484 1.149
H: -1.501 2.553 -0.087
O: 7.693 0.753 -6.095
C: 6.932 0.010 -6.644
O: 7.167 -1.313 -6.856
C: 5.953 -1.886 -7.321
C: 5.226 -0.711 -7.904
O: 5.716 0.381 -7.138
H: 6.148 -2.664 -8.060
H: 5.423 -2.327 -6.472
H: 5.474 -0.545 -8.956
H: 4.143 -0.800 -7.805
O: -2.378 0.591 2.263
C: -2.659 0.076 3.311
O: -3.928 -0.183 3.723
C: -3.831 -0.991 4.891
C: -2.468 -0.665 5.416
O: -1.747 -0.322 4.238
H: -4.621 -0.743 5.601
H: -3.929 -2.039 4.603
H: -2.473 0.196 6.091
H: -2.004 -1.511 5.924
O: -3.652 -3.269 6.644
C: -4.711 -3.836 6.631
O: -5.825 -3.365 6.009
C: -6.787 -4.413 6.026
C: -6.353 -5.250 7.189
O: -4.949 -5.030 7.236
H: -7.795 -4.015 6.152
H: -6.736 -4.955 5.077
H: -6.795 -4.918 8.132
H: -6.576 -6.308 7.047
O: -6.153 -8.451 8.356
C: -6.312 -8.140 9.502
O: -6.065 -8.956 10.562
C: -6.155 -8.159 11.734
C: -7.031 -7.022 11.303
O: -6.765 -6.923 9.911
H: -6.586 -8.728 12.559
H: -5.151 -7.830 12.016
H: -8.095 -7.236 11.445
H: -6.786 -6.089 11.813
O: 10.428 3.942 -3.309
C: 10.349 5.083 -3.658
O: 9.707 5.502 -4.784
C: 9.641 6.921 -4.724
C: 10.780 7.275 -3.817
O: 10.890 6.133 -2.979
H: 9.748 7.357 -5.718
H: 8.671 7.212 -4.310
H: 11.721 7.407 -4.359
H: 10.582 8.171 -3.228
O: -2.461 -3.491 -5.183
C: -1.980 -2.395 -5.120
O: -0.682 -2.142 -4.798
C: -0.449 -0.763 -5.053
C: -1.821 -0.167 -4.967
O: -2.663 -1.242 -5.362
H: 0.235 -0.342 -4.316
H: -0.009 -0.657 -6.046
H: -2.084 0.133 -3.948
H: -1.945 0.690 -5.631
O: -10.522 -4.776 6.984
C: -10.725 -5.231 5.895
O: -11.898 -5.801 5.506
C: -11.818 -6.004 4.101
C: -10.342 -6.062 3.851
O: -9.810 -5.246 4.887
H: -12.326 -6.925 3.813
H: -12.297 -5.161 3.594
H: -9.938 -7.073 3.955
H: -10.069 -5.671 2.870

Question: Which of these has the lowest max |F|?
Answer: C32H46FGeInN5OSSi3

Question: Among the records above, which one has the lowest max |F|?
Answer: C32H46FGeInN5OSSi3